[1]
# C42H58AuBN2P3

A structure of composition C42H58AuBN2P3 at a distorted geometry (ωB97M-V/def2-TZVPD, OMol25).

Geometry as XYZ:
```
107
C42H58AuBN2P3 (ωB97M-V/def2-TZVPD)
Au 0.2259 1.0382 -0.0304
C 2.0927 3.1892 2.0331
C 1.4220 2.5378 3.2527
C 0.2631 3.4308 3.7166
C 2.4567 2.4117 4.3768
P 0.7406 0.9173 2.6021
C 2.3010 -0.1197 2.5582
N 2.8023 -0.1600 1.2225
B 2.1586 0.3304 0.0702
N 2.9535 -0.0020 -1.0408
C 2.6004 0.2074 -2.3992
P 0.8082 0.7460 -2.4886
C 0.2573 -0.3086 -3.9323
C -1.1591 0.1108 -4.3514
C 0.1893 -1.7399 -3.3758
C 1.2076 -0.2683 -5.1320
C 0.8978 2.5679 -2.9061
C -0.5060 3.1598 -2.6762
C 1.8762 3.2438 -1.9398
C 1.3435 2.8428 -4.3445
C 4.0908 -0.6849 -0.5799
C 5.1645 -1.2234 -1.2613
C 6.1431 -1.8811 -0.5171
C 6.0472 -1.9827 0.8666
C 4.9699 -1.4301 1.5580
C 3.9963 -0.7846 0.8209
C -0.3188 -0.0024 3.8394
C 0.3119 -0.0701 5.2290
C -1.6971 0.6860 3.8830
C -0.5661 -1.4200 3.3178
H 2.5346 4.1443 2.3281
H 1.3665 3.3796 1.2389
H 2.8886 2.5611 1.6262
H 0.6355 4.4464 3.8671
H -0.1500 3.0887 4.6655
H -0.5422 3.4709 2.9805
H 2.5929 3.4019 4.8175
H 3.4300 2.0921 4.0069
H 2.1467 1.7385 5.1720
H 2.0647 -1.1243 2.9160
H 3.0503 0.2920 3.2329
H 2.7054 -0.7321 -2.9428
H 3.2350 0.9494 -2.8944
H -1.8390 0.1044 -3.4997
H -1.5341 -0.6014 -5.0908
H -1.1708 1.1008 -4.8104
H -0.4382 -1.7902 -2.4966
H 1.1722 -2.1411 -3.1175
H -0.2455 -2.3924 -4.1367
H 1.0568 0.6154 -5.7456
H 0.9876 -1.1426 -5.7483
H 2.2613 -0.3187 -4.8590
H -0.8286 3.0324 -1.6418
H -1.2577 2.6929 -3.3134
H -0.4883 4.2285 -2.9033
H 1.6581 2.9985 -0.8979
H 1.7828 4.3263 -2.0529
H 2.9155 2.9763 -2.1399
H 0.5784 2.5601 -5.0659
H 2.2736 2.3295 -4.5967
H 1.5187 3.9154 -4.4533
H 5.2475 -1.1389 -2.3382
H 6.9936 -2.3166 -1.0246
H 6.8226 -2.4982 1.4173
H 4.9018 -1.5105 2.6364
H 0.2955 0.8959 5.7336
H 1.3392 -0.4409 5.2019
H -0.2725 -0.7699 5.8304
H -1.6513 1.6863 4.3087
H -2.3713 0.0886 4.5006
H -2.1302 0.7597 2.8852
H 0.3274 -2.0452 3.3231
H -0.9794 -1.4117 2.3165
H -1.2978 -1.8991 3.9721
C -6.6675 -3.4016 -0.7125
C -5.7371 -3.4298 0.3236
C -4.5412 -2.7436 0.1990
C -4.2598 -2.0202 -0.9628
C -5.1909 -2.0036 -1.9938
C -6.3950 -2.6925 -1.8697
P -2.6935 -1.0890 -1.1671
C -1.5303 -2.4212 -0.6227
C -0.3488 -2.2126 0.0738
C 0.6081 -3.2135 0.2141
C 0.3880 -4.4629 -0.3399
C -0.7981 -4.7003 -1.0269
C -1.7373 -3.6917 -1.1780
C -2.8934 0.2523 0.0863
C -4.1984 0.5009 0.5455
C -4.5263 1.6698 1.2136
C -3.5625 2.6373 1.4297
C -2.2616 2.4000 1.0109
C -1.8931 1.2284 0.3240
H -7.6020 -3.9391 -0.6127
H -5.9457 -3.9926 1.2249
H -3.8172 -2.7628 1.0056
H -4.9708 -1.4538 -2.9018
H -7.1140 -2.6796 -2.6788
H -0.1563 -1.2449 0.5091
H 1.5314 -3.0095 0.7474
H 1.1350 -5.2407 -0.2475
H -0.9863 -5.6752 -1.4595
H -2.6372 -3.8911 -1.7477
H -4.9789 -0.2255 0.3715
H -5.5453 1.8252 1.5441
H -3.8179 3.5732 1.9141
H -1.5155 3.1661 1.2052
```

Properties
Frontier orbital gap ... 6.44 eV
Net charge ... +1
Energy ... -79707.7270 eV
Maximum force ... 1.9 eV/Å

These are the Löwdin partial charges, in e, on atoms 1 to 5: Au 0.901; C -0.102; C -0.667; C -0.080; C -0.072

[2]
# C15H26N2O4

The molecule C15H26N2O4 (ωB97M-V/def2-TZVPD, OMol25).

Geometry as XYZ:
```
47
C15H26N2O4 (ωB97M-V/def2-TZVPD)
O 0.4182 1.5163 0.1535
C 1.3834 1.7334 -0.5350
O 1.4073 2.7129 -1.4405
C 2.6904 0.9820 -0.4730
C 3.7494 1.8464 0.2215
C 5.0688 1.0871 0.3132
C 4.8772 -0.2289 1.0603
C 3.8286 -1.0905 0.3636
C 2.4948 -0.3451 0.2637
C 1.5007 -1.1985 -0.5197
O 1.4959 -1.2381 -1.7335
N 0.6814 -1.9485 0.2467
C -0.3842 -2.7518 -0.3076
C -1.7651 -2.2002 0.0494
C -1.9730 -0.8017 -0.5319
N -3.1316 -0.1495 0.0513
C -4.3900 -0.6252 -0.4949
C -5.5434 0.0381 0.2584
O -5.4821 1.4417 0.1708
C -4.2511 1.9106 0.6722
C -3.0721 1.2965 -0.0801
H 0.5567 3.1795 -1.4647
H 3.0021 0.7795 -1.5019
H 3.8837 2.7734 -0.3381
H 3.4020 2.1009 1.2262
H 5.8101 1.7029 0.8258
H 5.4386 0.8817 -0.6933
H 5.8235 -0.7706 1.1084
H 4.5568 -0.0220 2.0842
H 4.1658 -1.3396 -0.6445
H 3.6849 -2.0251 0.9102
H 2.1049 -0.1422 1.2656
H 0.6523 -1.7848 1.2408
H -0.2408 -2.7475 -1.3905
H -0.2868 -3.7787 0.0615
H -1.8715 -2.1415 1.1346
H -2.5192 -2.8916 -0.3277
H -1.1029 -0.1906 -0.2841
H -2.0409 -0.8610 -1.6316
H -4.4545 -1.7066 -0.3670
H -4.4764 -0.3894 -1.5719
H -6.5043 -0.2540 -0.1693
H -5.5028 -0.2703 1.3144
H -4.2665 2.9955 0.5538
H -4.1651 1.6589 1.7399
H -2.1333 1.6483 0.3505
H -3.1200 1.6080 -1.1397
```

Properties
Frontier orbital gap ... 9.23 eV
Energy ... -27148.4835 eV
ΔE to the lowest compared entry with this formula, charge and spin ... 0.000 eV
Structure (SMILES) ... O=C(O)[C@H]1CCCC[C@@H]1C(=O)NCCCN1CCOCC1
Maximum force ... 0.7 eV/Å

These are the Löwdin partial charges, in e, on atoms 1 to 5: O 0.107; C -0.485; O 0.134; C -0.199; C -0.139

[3]
# C4H4P2

A cluster of 2 separate species, C4H4P2 in total at a distorted geometry (ωB97M-V/def2-TZVPD, OMol25).

Geometry as XYZ:
```
10
C4H4P2 (ωB97M-V/def2-TZVPD)
P -1.9308 0.4987 -2.2952
C -0.3936 0.6870 -1.9868
C 0.9300 0.4934 -1.6556
C 1.4026 0.4185 -0.3953
C 0.5515 0.3284 0.7064
P -0.2312 0.3493 2.0846
H 1.6719 0.3726 -2.3215
H 2.5138 0.2679 -0.3148
H -2.1157 -1.3910 2.9464
H -2.3983 -2.0249 3.2316
```

Properties
Frontier orbital gap ... 7.24 eV
Energy ... -22785.3250 eV
ΔE to the lowest compared entry with this formula, charge and spin ... 1.710 eV
Structure (SMILES) ... P#C/C=C\C#P.[H][H]
Maximum force ... 3.8 eV/Å

These are the Löwdin partial charges, in e, on atoms 1 to 5: P 0.800; C -0.623; C -0.260; C -0.236; C -0.624

[4]
# C4H14N2O2

A cluster of 3 separate species, C4H14N2O2 in total at a distorted geometry (ωB97M-V/def2-TZVPD, OMol25).

Geometry as XYZ:
```
22
C4H14N2O2 (ωB97M-V/def2-TZVPD)
C -1.9543 1.8427 -1.3932
N -0.9083 1.6321 -0.7328
C -0.1130 0.4791 -1.1520
C -0.5920 -0.7859 -0.4179
C -0.5392 -0.7322 1.0926
N 0.7610 -0.8912 1.7141
H -2.6503 2.6215 -1.0940
H -2.2537 1.2458 -2.2647
H -0.2396 0.2904 -2.2271
H 0.9481 0.7058 -1.0235
H -0.1627 -1.6622 -0.9015
H -1.6590 -0.8459 -0.6680
H -1.2022 -1.4343 1.6062
H -1.0574 0.1932 1.3964
H 0.8024 -1.5387 2.4725
H 1.4301 -0.1435 1.6609
O 2.0821 -2.8036 -0.4531
H 1.2905 -2.7166 0.0958
H 1.8891 -2.1878 -1.1700
O 1.3394 2.6250 1.2645
H 0.6771 1.9255 1.3055
H 2.1118 2.1806 0.8890
```

Properties
Frontier orbital gap ... 9.93 eV
Energy ... -11448.9460 eV
ΔE to the lowest compared entry with this formula, charge and spin ... 1.744 eV
Structure (SMILES) ... C=NCCCN.O.O
Maximum force ... 1.3 eV/Å

These are the Löwdin partial charges, in e, on atoms 1 to 5: C -0.054; N -0.029; C -0.248; C -0.195; C -0.296

[5]
# C5H12N2

The molecule C5H12N2 at a distorted geometry (ωB97M-V/def2-TZVPD, OMol25).

Geometry as XYZ:
```
19
C5H12N2 (ωB97M-V/def2-TZVPD)
C -0.6465 0.6969 -2.9651
N -0.4411 -0.3424 -1.9884
C 0.2726 -0.1922 -0.7998
C 0.4620 -1.1692 0.1215
C 0.8905 -0.8297 1.5300
C -0.1551 -0.0451 2.3433
N 0.0550 1.3839 2.2035
H -0.9278 0.2742 -3.9255
H -1.3444 1.4707 -2.5904
H 0.2398 1.3352 -3.1246
H -0.3712 -1.2529 -2.4210
H 1.0850 0.5351 -1.0194
H 0.0008 -2.1158 -0.1722
H 1.8902 -0.4050 1.6478
H 0.9857 -1.8588 1.9692
H -1.1642 -0.4110 2.0205
H -0.1206 -0.4668 3.3636
H -0.7629 1.8298 2.6050
H 0.0520 1.5632 1.2020
```

Properties
Frontier orbital gap ... 8.85 eV
Energy ... -8357.7528 eV
ΔE to the lowest compared entry with this formula, charge and spin ... 2.383 eV
Structure (SMILES) ... CN/C=C/CCN
Maximum force ... 2.6 eV/Å

These are the Löwdin partial charges, in e, on atoms 1 to 5: C -0.136; N -0.130; C -0.188; C -0.114; C -0.228

[6]
# C19H10Cl5CrN3O3

A structure of composition C19H10Cl5CrN3O3 at a distorted geometry (ωB97M-V/def2-TZVPD, OMol25).

Geometry as XYZ:
```
41
C19H10Cl5CrN3O3 (ωB97M-V/def2-TZVPD)
Cr -0.2988 0.3201 -0.2732
O -2.0255 -1.5232 4.3047
C -1.6081 -0.3188 4.7206
C -1.8123 0.1154 6.0289
C -1.4026 1.3703 6.4332
C -0.7896 2.2312 5.5268
C -0.5983 1.8305 4.2240
C -0.9916 0.5549 3.8005
C -0.7804 0.1733 2.4159
O -0.6111 1.0547 1.5042
N -0.8034 -1.1110 2.0613
N -0.6318 -1.2358 0.7770
C -0.9477 -2.2994 0.0853
C -0.5978 -2.2510 -1.3050
C -0.6866 -3.3409 -2.1728
C -0.1957 -3.2178 -3.4603
C 0.3871 -2.0155 -3.8434
C 0.3838 -0.9555 -2.9504
N -0.1232 -1.0473 -1.7261
H -2.4080 -2.0177 5.0410
H -2.3113 -0.5420 6.7279
H -1.5648 1.6761 7.4570
H -0.4644 3.2087 5.8414
H -0.1262 2.4778 3.5015
H -1.3946 -3.1689 0.5530
H -1.1257 -4.2622 -1.8239
H -0.2599 -4.0440 -4.1500
H 0.8169 -1.8973 -4.8238
H 0.7895 0.0078 -3.2321
Cl 3.2371 5.8792 -2.8106
C 2.7584 4.3901 -2.1243
C 1.4015 4.0501 -2.0946
Cl 0.2286 5.0991 -2.7635
C 1.0262 2.8438 -1.5287
Cl -0.6089 2.3298 -1.4655
C 1.9482 1.9278 -0.9835
O 1.5578 0.7986 -0.4995
C 3.3159 2.2932 -1.0348
Cl 4.4542 1.1937 -0.3927
C 3.7099 3.5034 -1.6011
Cl 5.3640 3.9202 -1.6639
```

Properties
Frontier orbital gap (alpha / beta) ... 5.97 / 6.25 eV
Net charge ... +1
2S+1 ... 2
Energy ... -121504.6691 eV
Maximum force ... 2.6 eV/Å

These are the Löwdin partial charges, in e, on atoms 1 to 5: Cr 0.873; O 0.078; C -0.251; C -0.007; C -0.047